Record 1
26
Properties=species:S:1:pos:R:3:mulliken_charge:R:1 method="wB97M-V/def2-TZVPD" orbital_gap_ev="5.08 / 5.09" total_energy_ha=-3054.97735 charge=+2 relative_energy_ev=0.000
Re 1.3291 2.7831 1.6394 0.79
S 3.8354 6.7772 0.8787 -0.21
Sb 3.3937 5.3394 -0.6543 1.17
S 0.3850 4.3269 0.8910 0.02
S 3.2535 2.8061 0.7167 -0.21
S 2.7434 4.4668 -2.5058 -0.19
F -1.6787 -5.5634 -1.6495 -0.23
C -2.0726 -4.4375 -2.2838 0.77
F -3.4175 -4.5072 -2.3916 -0.22
F -1.5585 -4.4921 -3.5216 -0.25
C -1.6504 -3.1830 -1.5087 0.19
C -1.0360 -2.1237 -2.1845 -0.56
C -0.5962 -1.0201 -1.5124 -0.44
C -0.7025 -0.9676 -0.1193 0.63
C -1.4351 -1.9456 0.5699 -0.78
C -1.9183 -3.0193 -0.1513 -0.52
C -0.1146 0.1810 0.4433 0.51
C 0.5195 1.1991 0.8007 -0.33
H -0.8445 -2.1945 -3.2370 0.48
H -0.0709 -0.2102 -2.0357 0.38
H -1.5960 -1.8463 1.6337 0.46
H -2.5030 -3.7834 0.4112 0.38
Cl 0.1943 1.9347 3.8657 -0.01
C 1.5934 2.9976 3.7119 -0.57
H 2.5184 2.5466 3.9997 0.37
H 1.4290 3.9353 4.1937 0.38



Record 2
56
Properties=species:S:1:pos:R:3:mulliken_charge:R:1 method="wB97M-V/def2-TZVPD" orbital_gap_ev=5.59 total_energy_ha=-1385.07511 charge=-1
C -0.8150 1.9880 -1.2122 -0.82
C -1.9473 1.2251 -0.8326 -0.09
B -2.4333 -0.1577 -1.5945 0.33
C -3.3702 -1.1019 -0.6124 -0.69
C -1.2008 -0.9682 -2.3249 -0.65
P 0.1511 -1.5635 -1.1819 0.94
O 0.1831 -0.9300 0.2074 -0.62
O 0.0090 -3.2485 -0.9408 -0.56
O 1.6642 -1.2829 -1.9376 -0.59
H -0.5693 2.2854 -2.2672 0.25
H -0.1640 2.3526 -0.3562 0.26
H -2.5316 1.5549 0.0763 0.17
H -3.1637 0.2087 -2.4901 -0.25
H -4.1081 -1.6377 -1.3004 -0.06
H -4.0209 -0.5013 0.1009 0.20
H -2.7934 -1.9130 -0.0675 0.15
H -0.8068 -0.3314 -3.1831 0.21
H -1.6299 -1.9026 -2.8265 0.25
H -0.1288 -3.3707 0.0192 0.32
H 2.1668 -0.6908 -1.3449 0.28
C -7.4220 -2.8348 0.9882 -1.13
C -8.3051 -2.9500 -0.2500 -0.41
C -7.5160 -2.8303 -1.5552 -0.37
C -6.8402 -1.4999 -1.6225 0.22
N -6.3095 -0.4687 -1.6748 -0.41
H -6.9366 -1.8582 1.0465 0.34
H -8.0208 -2.9545 1.8942 0.32
H -6.6460 -3.6048 0.9893 0.31
H -9.0751 -2.1738 -0.2107 0.28
H -8.8202 -3.9150 -0.2320 0.30
H -8.1862 -2.9319 -2.4117 0.29
H -6.7607 -3.6175 -1.6208 0.29
C 4.1435 1.3837 3.5247 -0.86
C 3.0462 0.3323 3.6458 -0.62
C 2.3944 0.0015 2.3013 -0.04
C 1.7674 1.2259 1.7218 0.18
N 1.2751 2.1759 1.2710 -0.61
H 3.7486 2.3375 3.1650 0.36
H 4.6025 1.5695 4.4987 0.36
H 4.9237 1.0543 2.8400 0.00
H 2.2875 0.6894 4.3486 0.31
H 3.4717 -0.5816 4.0700 0.38
H 1.6250 -0.7622 2.4298 0.20
H 3.1383 -0.3833 1.5992 0.25
C 7.7035 3.4067 -1.1836 -1.16
C 6.4270 2.5838 -1.3222 -0.51
C 5.6248 2.5046 -0.0212 -0.10
C 6.4457 1.8577 1.0479 0.25
N 7.0881 1.3550 1.8754 -0.53
H 8.3925 2.9622 -0.4616 0.35
H 8.2268 3.4600 -2.1408 0.34
H 7.4789 4.4274 -0.8618 0.29
H 6.6891 1.5760 -1.6569 0.31
H 5.7999 3.0275 -2.0996 0.34
H 4.7159 1.9182 -0.1738 0.14
H 5.3310 3.5030 0.3109 0.30



Record 3
63
Properties=species:S:1:pos:R:3:mulliken_charge:R:1 method="wB97M-V/def2-TZVPD" orbital_gap_ev=6.04 total_energy_ha=-2673.27600 charge=+1 relative_energy_ev=6.800
C 1.8058 -3.2798 0.8893 -0.76
C 2.1055 -2.2376 -0.3433 -0.38
C 2.2419 -0.6639 0.0975 -0.30
N 1.2074 -0.1989 1.1044 -0.22
C -0.1874 -0.2532 0.4949 0.21
C -1.4144 -1.0627 1.2680 -0.46
C -2.9051 -1.0918 0.5579 0.56
C -4.1823 -1.8654 1.2651 0.48
O -4.0915 -2.9084 2.1027 -0.48
O -5.5343 -1.3334 0.8944 -0.21
C -6.4943 -2.4403 1.2100 0.12
Cl -7.2517 -2.5973 2.9140 -0.12
C -6.8453 -3.3927 0.1068 0.26
C -6.1269 -3.1392 -1.3816 -0.57
Cl -8.0199 -4.8220 0.3694 -0.15
C -3.0878 -0.3365 -0.9105 -0.13
C -1.7798 0.4551 -1.5739 -0.46
N -0.4288 0.4549 -0.8272 0.04
H 2.2256 -4.3389 0.5324 0.33
H 0.6427 -3.4614 1.0819 0.20
H 2.3795 -3.0259 1.8916 0.15
H 3.1671 -2.5519 -0.7897 0.37
H 1.2333 -2.3921 -1.1411 0.20
H 2.2076 -0.0312 -0.9134 0.16
H 3.3207 -0.4945 0.5737 0.05
H 1.2119 -0.7787 1.9778 0.39
H -1.2634 -1.5886 2.3071 0.36
H -6.5709 -2.1064 -1.7704 0.16
H -4.9676 -3.0430 -1.2544 0.12
H -6.3870 -3.9817 -2.1600 0.36
H -4.0828 -0.3145 -1.5325 0.17
H -1.8650 1.0225 -2.6163 0.33
H 0.3349 1.0056 -1.3235 0.29
C 6.2854 0.2688 2.6423 -0.04
C 7.1139 -0.9109 3.0357 -0.44
O 6.1980 -1.7338 3.7328 -0.32
C 4.9495 -1.3982 3.2943 0.60
O 3.9357 -2.0228 3.5584 -0.58
O 4.9838 -0.2735 2.5214 -0.21
H 6.6112 0.7095 1.6960 0.20
H 6.2739 1.0473 3.4123 0.21
H 7.4955 -1.4614 2.1693 0.28
H 7.9537 -0.6338 3.6788 0.32
C -5.2922 3.0475 -2.2033 -0.38
C -6.1018 3.2013 -3.4498 -0.36
O -5.6283 2.1552 -4.2766 -0.33
C -5.1004 1.2048 -3.4510 0.62
O -4.7549 0.0926 -3.8134 -0.52
O -5.0104 1.6610 -2.1675 -0.23
H -5.8418 3.3545 -1.3092 0.31
H -4.3473 3.5992 -2.2474 0.28
H -7.1728 3.0556 -3.2734 0.28
H -5.9493 4.1729 -3.9278 0.31
C 4.3142 3.7162 -0.1558 -0.28
C 5.3365 4.4676 -0.9453 -0.41
O 6.5471 4.1721 -0.2750 -0.33
C 6.3568 2.9934 0.3869 0.63
O 7.2446 2.3573 0.9298 -0.57
O 5.0442 2.6194 0.3611 -0.21
H 3.4816 3.3707 -0.7747 0.23
H 3.9176 4.3022 0.6799 0.29
H 5.4092 4.1140 -1.9792 0.28
H 5.1490 5.5449 -0.9506 0.31



Record 4
8
Properties=species:S:1:pos:R:3:mulliken_charge:R:1 method="wB97M-V/def2-TZVPD" orbital_gap_ev=8.03 smiles="C=C(F)C=S" total_energy_ha=-614.10775 relative_energy_ev=0.103
C -1.2705 -0.1710 0.0111 -0.72
C -0.1196 0.4715 -0.0360 0.78
F 0.0341 1.8161 0.0192 -0.23
C 1.1541 -0.2682 0.0035 -0.42
S 2.6312 0.4490 -0.0134 -0.17
H -2.2993 0.2961 -0.0881 0.28
H -1.2279 -1.2555 -0.0634 0.24
H 1.0980 -1.3381 0.1673 0.25



Record 5
17
Properties=species:S:1:pos:R:3:mulliken_charge:R:1 method="wB97M-V/def2-TZVPD" orbital_gap_ev=11.07 smiles="CC(C)CC(=O)O" total_energy_ha=-346.99276 relative_energy_ev=0.889
C 1.0525 -0.0784 -1.0906 -1.38
C 0.2290 -0.4311 0.0687 0.66
C 1.1668 -1.1588 1.1166 -1.49
C -0.6054 0.6909 0.7310 -0.58
C -1.6100 1.1504 -0.3373 0.43
O -1.4892 2.1271 -1.0249 -0.54
O -2.5761 0.2183 -0.4922 -0.44
H 1.6769 -0.8786 -1.4911 0.39
H 2.0126 0.4986 -0.7992 0.31
H 0.5996 0.4989 -1.9040 0.32
H -0.4821 -1.2285 -0.1769 0.23
H 0.8596 -1.3301 2.1517 0.36
H 2.0893 -0.5812 1.1026 0.34
H 1.4765 -2.1366 0.6925 0.36
H -1.2354 0.4474 1.5701 0.38
H 0.0492 1.5400 0.9793 0.31
H -3.2136 0.6517 -1.0962 0.34



Record 6
18
Properties=species:S:1:pos:R:3:mulliken_charge:R:1 method="wB97M-V/def2-TZVPD" orbital_gap_ev=2.70 total_energy_ha=-3161.31933 charge=+3
O 0.7003 -0.2917 3.2059 -0.42
C 0.1939 0.3975 2.3147 0.51
O 0.6837 1.5036 1.5775 -0.30
C -0.2467 1.8889 0.4880 -0.31
C -1.1460 0.5696 0.5219 0.66
Br -2.9784 1.3315 0.1673 0.04
C -1.0406 -0.5274 -0.6403 -0.91
B 0.4540 -0.9633 -1.0401 0.41
O 0.6066 -2.2536 -1.8086 -0.31
O 1.6955 -0.2247 -0.7849 -0.63
O -1.1530 0.0365 1.8670 -0.25
H -0.7326 2.8660 0.8613 0.44
H 0.4080 2.0851 -0.4425 0.15
H -1.6295 -0.2397 -1.6012 0.53
H -1.5747 -1.4800 -0.2450 0.40
H 1.0299 -2.0228 -2.6999 0.41
H 2.0297 -0.4353 0.1326 0.48
La 2.6999 -2.2403 -1.8739 2.12



Record 7
17
Properties=species:S:1:pos:R:3:mulliken_charge:R:1 method="wB97M-V/def2-TZVPD" orbital_gap_ev=10.05 smiles=NCCCO.O total_energy_ha=-326.08691 relative_energy_ev=1.213
N -0.0715 2.7882 0.7337 -0.57
C -0.3197 1.3568 0.5657 -0.54
C -1.1302 0.7950 -0.6509 -0.33
C -1.6408 -0.5884 -0.6253 -0.46
O -2.4734 -0.7891 -1.8051 -0.54
H 0.6051 3.1948 0.1067 0.24
H -0.9435 3.2996 0.6741 0.21
H -0.6859 1.0295 1.5388 0.35
H 0.6525 0.9131 0.3485 0.30
H -1.9814 1.4885 -0.6920 0.20
H -0.6043 1.2801 -1.4993 0.28
H -1.0244 -1.4992 -0.5995 0.31
H -2.3344 -0.7576 0.2006 0.25
H -1.8780 -0.9165 -2.5459 0.29
O 4.7165 -3.0362 1.4993 -0.64
H 3.8771 -3.0050 1.9512 0.32
H 5.3861 -3.2041 2.1770 0.32



Record 8
9
Properties=species:S:1:pos:R:3:mulliken_charge:R:1 method="wB97M-V/def2-TZVPD" orbital_gap_ev=8.77 total_energy_ha=-983.56809 charge=+1 relative_energy_ev=1.498
C 0.9626 0.3602 -0.2298 0.51
C -1.7380 -0.4521 0.9870 0.55
N 0.4858 0.7422 0.7430 -0.09
N 1.2386 -0.0568 -1.4052 -0.32
S -2.2143 -0.0178 2.4331 -0.14
S -1.5427 -1.0636 -0.4390 -0.34
H 0.4150 0.8499 1.6966 0.34
H 2.0831 0.1045 -1.9679 0.29
H 0.3099 -0.4664 -1.8179 0.20



Record 9
11
Properties=species:S:1:pos:R:3:mulliken_charge:R:1 method="wB97M-V/def2-TZVPD" orbital_gap_ev=8.26 smiles="C=[P@](N)(Cl)C=O" total_energy_ha=-1010.68642 relative_energy_ev=2.621
C -0.2635 1.5398 -0.5111 -0.91
P 0.5293 0.0868 -0.0835 0.74
N -0.1017 -0.4064 1.3685 -0.51
Cl 2.3751 0.7531 0.0400 -0.24
C 1.1975 -1.7480 -0.5681 -0.04
O 0.9141 -2.5986 0.2258 -0.42
H -1.2702 1.6417 -0.4107 0.32
H 0.0755 1.7730 -1.5848 0.21
H 0.1447 -1.2710 1.7677 0.25
H -0.2798 0.4264 1.9516 0.27
H 1.9030 -2.0281 -1.4281 0.34



Record 10
44
Properties=species:S:1:pos:R:3:mulliken_charge:R:1 method="wB97M-V/def2-TZVPD" orbital_gap_ev=10.71 smiles="CC[C@@H](C)[C@H](CCO[Si](C)(C)C)OC(=O)CC(=O)F" total_energy_ha=-1200.76220
C -2.7162 0.1789 -1.6748 -1.05
C -1.7559 -0.5741 -2.5897 -0.76
C -0.7996 -1.5922 -1.9378 0.37
C 0.2289 -2.0178 -2.9908 -1.82
C -0.1767 -1.1155 -0.6098 0.84
C 1.3165 -0.8370 -0.6370 -0.70
C 1.8429 -0.3874 0.7195 -0.73
O 1.1086 0.7004 1.2499 -0.36
Si 1.3287 2.2873 0.7938 0.41
C -0.2843 2.8783 0.0542 -1.05
C 1.6850 3.3076 2.3081 -1.08
C 2.6902 2.5037 -0.4755 -1.08
O -0.3664 -2.1430 0.4086 -0.42
C -1.2312 -1.8740 1.3887 0.45
O -2.1569 -1.1248 1.3045 -0.55
C -0.9035 -2.6812 2.6300 -0.26
C -1.8792 -2.3575 3.7270 0.48
O -2.8650 -2.9387 3.9998 -0.47
F -1.4918 -1.2658 4.4328 -0.24
H -3.2836 -0.4987 -1.0379 0.26
H -3.4089 0.7657 -2.2808 0.45
H -2.1996 0.8941 -1.0346 0.13
H -2.3552 -1.1433 -3.3069 0.39
H -1.1705 0.1306 -3.1919 0.31
H -1.3736 -2.4896 -1.6906 0.24
H -0.3014 -2.3693 -3.8776 0.48
H 0.8422 -1.1707 -3.3048 0.35
H 0.8845 -2.8139 -2.6381 0.36
H -0.6690 -0.2135 -0.2531 0.27
H 1.4981 -0.0510 -1.3762 0.17
H 1.8792 -1.7278 -0.9250 0.43
H 1.7401 -1.2129 1.4282 0.29
H 2.9131 -0.1688 0.6536 0.37
H -0.4119 2.5535 -0.9807 0.27
H -0.3519 3.9674 0.1033 0.45
H -1.1127 2.4678 0.6388 0.28
H 0.8793 3.1937 3.0364 0.29
H 1.7842 4.3623 2.0424 0.32
H 2.6113 3.0007 2.8002 0.30
H 3.5688 1.8725 -0.3356 0.34
H 2.3101 2.3802 -1.4911 0.31
H 3.0331 3.5398 -0.3920 0.38
H -1.0051 -3.7394 2.3894 0.28
H 0.1253 -2.4768 2.9232 0.33



Record 11
17
Properties=species:S:1:pos:R:3:mulliken_charge:R:1 method="wB97M-V/def2-TZVPD" orbital_gap_ev="8.38 / 8.36" smiles="CCCC(=O)OO.O=O" total_energy_ha=-533.17253 relative_energy_ev=7.432
C 1.5357 -2.1278 -1.0493 -1.23
C 0.8939 -0.9955 -0.2661 -0.31
C 0.5640 0.2576 -1.0881 -0.56
C 0.0487 1.4054 -0.2523 0.52
O 0.6577 2.4024 0.0505 -0.53
O -1.2282 1.0573 0.0557 -0.17
O -1.7542 2.2157 0.7786 -0.28
H 1.7159 -2.9684 -0.3817 0.35
H 0.8900 -2.4735 -1.8565 0.33
H 2.4915 -1.8305 -1.4817 0.32
H -0.0343 -1.3458 0.1997 0.29
H 1.5686 -0.6974 0.5449 0.32
H 1.4725 0.6397 -1.5519 0.33
H -0.1692 0.0200 -1.8716 0.32
H -2.4528 1.7746 1.2834 0.34
O -3.5327 1.6463 3.1183 -0.07
O -2.6671 1.0198 3.7683 0.05



Record 12
36
Properties=species:S:1:pos:R:3:mulliken_charge:R:1 method="wB97M-V/def2-TZVPD" orbital_gap_ev=8.67 smiles="C/C=[NH+]/C(C)=C(/C)[C@H](/C=N/C)NCC" total_energy_ha=-596.23292 charge=+1 relative_energy_ev=2.002
C 2.0413 -2.6190 -1.1365 -1.34
C 2.2913 -1.1633 -0.8083 0.36
N 1.3183 -0.3429 -0.4756 0.19
C 1.5193 0.9589 -0.0755 0.47
C 2.9484 1.5226 -0.0842 -1.50
C 0.4668 1.5885 0.4834 0.39
C 0.5162 2.9570 1.0005 -1.52
C -0.9143 0.8407 0.4828 -0.32
C -1.0240 -0.2989 1.5059 -0.41
N -0.5256 -1.4122 1.1915 -0.04
C -0.5001 -2.6337 1.9079 -1.10
N -1.0618 0.3359 -0.9290 -0.33
C -2.4600 -0.1261 -1.1531 -0.86
C -3.6358 0.8245 -1.3820 -1.15
H 2.3093 -2.7841 -2.1572 0.37
H 1.0635 -2.9370 -0.7367 0.25
H 2.7633 -3.3297 -0.7680 0.42
H 3.3595 -0.9361 -1.0252 0.37
H 0.3151 -0.6784 -0.2154 0.30
H 3.1568 2.0295 -1.1500 0.27
H 3.5710 0.6872 0.1491 0.42
H 3.2279 2.2854 0.6920 0.43
H -0.3748 3.4715 0.8117 0.43
H 1.4927 3.5015 0.6517 0.33
H 0.5930 2.7155 2.0789 0.33
H -1.7485 1.6350 0.5533 0.52
H -1.6348 0.0396 2.3481 0.42
H 0.4755 -2.8358 2.1813 0.38
H -1.1202 -2.5173 2.9209 0.34
H -1.0244 -3.3287 1.3375 0.38
H -0.7914 0.9717 -1.6482 0.22
H -2.2536 -0.7229 -1.9640 0.67
H -2.8187 -0.7783 -0.3766 0.28
H -3.4083 1.6176 -0.6674 0.30
H -3.6259 1.1435 -2.3519 0.34
H -4.5072 0.3185 -1.1917 0.38